Entry from the OMol25 dataset: a cluster of 12 separate species, C33H71Br10N5O11 in total (the ωB97M-V functional and the def2-TZVPD basis).

Calculated values
E	-765767.09854	eV
relative energy (zero: lowest compared OMol25 entry of this formula, charge and spin)	85.0	kcal per mole
HOMO energy	-8.8	eV
net charge	0
orbital gap	0.31904	Ha
SMILES string	CCOC(=O)OC.CCOC(=O)OC.CN(C)C=O.CN(C)C=O.CN(C)C=O.CN(C)C=O.CN(C)C=O.BrCCBr.BrCCBr.BrCCBr.BrCCBr.BrCCBr

```
130
Properties=species:S:1:pos:R:3:forces:R:3
C -3.3914 1.2805 0.9819 2.0 -0.4 2.3
C -2.6513 0.6349 -0.1565 -0.6 0.6 -2.0
O -1.3771 0.0117 0.1154 -0.6 0.1 1.3
C -0.5272 -0.2545 -0.8785 -0.5 2.1 -1.4
O -0.7613 -0.1614 -2.0891 0.8 -0.8 2.5
O 0.6489 -0.3986 -0.2479 0.0 -0.7 -1.4
C 1.8319 -0.5687 -1.0541 0.2 -0.7 -0.3
H -4.4663 1.4584 1.0144 0.1 -0.7 -0.6
H -2.9127 2.2430 1.1624 -0.1 0.2 0.0
H -3.0528 0.6936 1.8357 -0.8 -0.1 0.6
H -2.4445 1.5447 -0.7201 0.2 -0.8 -1.3
H -3.2378 -0.1341 -0.6593 -0.2 0.4 -0.4
H 2.5345 -0.9807 -0.3298 0.4 0.6 -0.2
H 2.1566 0.3272 -1.5833 0.1 0.4 0.8
H 1.7738 -1.2795 -1.8785 -0.7 -0.4 0.2
C -3.8319 -3.2875 5.0576 -0.9 -0.6 -0.7
C -4.6678 -2.2448 4.3229 0.7 -0.8 -0.8
O -4.7183 -1.0562 5.0863 0.3 -1.1 -0.3
C -5.1284 0.0282 4.4742 -0.8 0.5 -3.1
O -5.4619 0.1514 3.2575 1.0 -0.2 4.5
O -5.0546 0.9198 5.4547 -1.4 1.1 -0.9
C -5.5505 2.2517 5.2064 1.9 0.3 0.0
H -4.2807 -3.5869 6.0048 0.5 0.4 0.3
H -2.7673 -3.0537 5.0502 -0.2 0.3 0.6
H -3.8700 -4.1967 4.4576 -0.2 -0.1 -0.2
H -5.6789 -2.5374 4.0399 -0.1 -0.3 0.5
H -4.1859 -2.0881 3.3579 0.1 0.5 0.0
H -4.8755 2.7708 5.8869 -0.8 0.7 0.3
H -6.6125 2.4219 5.3835 0.2 -0.4 0.1
H -5.2260 2.6039 4.2273 -0.4 -0.3 -0.3
C 0.3530 0.5740 6.3816 2.0 2.6 -0.1
O 0.9758 1.5937 6.1228 0.7 -0.2 0.2
N -0.9270 0.4964 6.0980 -1.6 -2.2 -0.6
C -1.7108 1.5133 5.4450 0.0 1.4 0.7
C -1.5118 -0.8101 6.2350 -1.6 -0.6 0.5
H 0.8355 -0.2562 6.9203 -0.4 -0.2 -0.2
H -1.2516 2.4946 5.5646 0.5 -0.2 0.1
H -2.6430 1.6337 5.9968 -0.3 -0.4 -0.2
H -1.8995 1.4316 4.3746 0.1 -0.7 0.0
H -0.8965 -1.5195 6.7885 0.3 0.3 -0.1
H -2.4497 -0.7500 6.7872 -0.1 0.2 0.3
H -1.8413 -1.2954 5.3163 0.5 0.3 -0.5
C 0.9695 -3.0751 -3.8847 -0.4 0.7 0.6
O 2.1023 -2.6327 -4.0435 -0.6 -0.9 0.4
N 0.4858 -3.9138 -2.9267 -0.4 0.7 0.9
C -0.9816 -4.0709 -2.7504 1.2 0.3 0.2
C 1.3469 -4.4686 -1.8502 0.2 -1.2 -2.4
H 0.0970 -2.7292 -4.4603 0.3 0.1 -0.6
H -1.1824 -3.6096 -1.7835 -0.4 -0.4 0.2
H -1.2215 -5.1329 -2.8027 -0.2 0.1 0.3
H -1.5923 -3.5158 -3.4625 0.4 -0.1 -0.3
H 1.0960 -4.4763 -0.7895 -0.5 1.2 -0.2
H 1.3397 -5.5315 -2.0914 0.4 -0.4 0.2
H 2.3457 -4.1261 -2.1209 -0.1 0.1 0.6
C 1.5877 1.5436 -6.8847 -3.0 -0.7 1.0
O 2.0032 1.7579 -7.9598 1.8 0.9 -3.9
N 2.2418 1.4119 -5.7801 2.7 -0.6 4.3
C 3.7523 1.5145 -5.6828 -1.2 0.4 -0.8
C 1.5854 1.1245 -4.4751 0.5 -0.2 -0.8
H 0.5135 1.3711 -6.7156 -0.4 0.1 0.1
H 4.1941 1.2658 -6.6478 -0.2 0.2 -0.1
H 4.2156 0.8544 -4.9496 -0.7 -0.1 0.2
H 3.9876 2.5487 -5.4317 0.2 0.0 0.0
H 2.1663 0.2795 -4.1055 -0.2 0.1 0.6
H 1.5818 1.9877 -3.8095 0.5 0.0 0.1
H 0.5409 0.8158 -4.5186 0.0 -0.1 -0.6
C 5.4204 1.9048 0.1168 -1.1 -0.5 -0.4
O 4.4392 1.3004 -0.3444 1.7 0.6 0.9
N 6.5194 1.3780 0.7199 -1.9 1.5 -0.3
C 6.6155 0.0069 1.0249 1.8 -1.5 0.4
C 7.5099 2.2606 1.2818 0.4 0.6 -0.6
H 5.5072 3.0022 0.0958 -0.3 0.0 -0.2
H 5.7484 -0.6446 0.9162 -0.1 0.6 -0.7
H 6.9704 -0.1674 2.0406 -0.2 0.4 0.4
H 7.4888 -0.3068 0.4529 -0.2 -1.0 -0.4
H 7.5789 2.0754 2.3537 0.4 0.3 -0.1
H 8.4572 2.2725 0.7427 0.6 -1.4 0.3
H 7.3523 3.3059 1.0164 -1.2 0.1 0.7
C 1.5993 2.9394 0.3334 -0.2 1.3 -0.6
O 1.5529 4.0390 -0.1764 -0.1 0.8 -1.2
N 1.5402 2.8247 1.6513 0.1 -2.3 1.7
C 1.4811 1.5060 2.2630 0.3 -0.1 0.0
C 1.3106 3.8912 2.5991 -0.3 1.4 -0.9
H 1.6623 2.0376 -0.2951 0.1 -0.2 0.6
H 0.4919 1.4414 2.7163 0.2 -0.5 0.5
H 2.3060 1.3334 2.9542 -0.3 0.6 0.7
H 1.6440 0.6372 1.6252 -0.5 0.6 -0.8
H 1.9870 3.8530 3.4530 0.1 0.0 -0.2
H 1.3388 4.8429 2.0685 0.9 0.0 -0.1
H 0.2906 4.0084 2.9651 -0.4 -1.1 0.2
Br 5.1799 -4.0300 2.1885 -1.3 1.2 0.7
C 3.3539 -3.1074 2.3945 0.6 1.1 -0.2
C 3.4245 -1.7449 3.1652 0.1 -1.9 0.7
Br 1.5093 -1.2524 3.6808 1.6 -0.6 -0.5
H 2.6761 -3.8483 2.8185 0.3 0.2 0.1
H 3.0528 -2.8228 1.3863 0.0 -0.6 -0.1
H 4.0231 -1.0241 2.6083 -0.9 0.4 -0.2
H 3.9558 -1.8825 4.1070 -0.4 0.0 0.1
Br -3.5392 4.3828 -1.0789 0.8 0.2 -0.2
C -2.0417 4.2009 -2.3392 0.9 0.4 -1.4
C -0.9862 5.3060 -2.2386 -0.4 0.4 1.4
Br 0.3691 5.3925 -3.6909 -1.0 -0.3 0.7
H -2.4144 4.4205 -3.3397 -0.7 -0.7 0.1
H -1.6690 3.1771 -2.3087 0.0 0.2 0.2
H -0.4455 5.3131 -1.2922 0.3 -0.3 -0.2
H -1.5880 6.2148 -2.2444 0.5 0.3 -0.4
Br 5.4238 -1.6241 -3.8099 0.3 -0.8 0.8
C 5.1326 -3.4569 -3.0447 -0.7 0.3 0.4
C 4.7812 -3.4430 -1.5212 0.3 1.0 -1.3
Br 4.5828 -5.2574 -0.8959 0.0 -0.2 -0.4
H 5.9797 -4.1211 -3.2163 0.1 0.5 -0.2
H 4.2963 -3.7413 -3.6834 0.0 -0.3 0.5
H 3.8672 -2.8830 -1.3234 -0.1 -0.3 -0.2
H 5.5528 -2.9381 -0.9399 0.2 -0.4 0.0
Br -6.0257 -3.0417 0.4526 -0.4 0.2 0.3
C -5.3752 -3.0565 -1.3597 0.2 -0.3 -0.9
C -6.2014 -2.1301 -2.2890 0.2 0.3 0.5
Br -5.9349 -2.2500 -4.2497 0.3 -0.3 0.8
H -5.3607 -4.1116 -1.6327 -0.3 0.2 -0.3
H -4.3308 -2.7768 -1.2215 -0.2 0.4 -0.5
H -5.9625 -1.0951 -2.0443 0.0 -0.1 -0.1
H -7.2819 -2.2415 -2.1983 0.3 -0.3 0.3
Br -5.9941 2.0908 -7.1728 0.3 -0.1 0.6
C -5.2929 1.2289 -5.5616 0.1 -1.4 0.3
C -3.9280 1.6947 -5.0824 -0.4 1.2 0.0
Br -3.9079 1.5493 -3.0939 0.1 -0.4 -1.3
H -5.2335 0.1642 -5.7874 0.1 0.1 -0.4
H -6.0110 1.2146 -4.7417 -0.2 0.8 -0.3
H -3.7930 2.7566 -5.2877 -0.1 0.0 0.3
H -3.0773 1.2201 -5.5715 -0.2 -0.5 0.5
```
Forces are in eV/Å.